[1]
{
  "formula": "C43H54BN8O2P2ReSe",
  "method": "wB97M-V/def2-TZVPD",
  "total_charge": 1,
  "s_squared": 1.153,
  "homo_ha": [-0.3597, -0.3731],
  "lumo_ha": [-0.1324, -0.1282],
  "multiplicity": 2,
  "species": ["Re", "C", "C", "N", "N", "C", "B", "N", "C", "C", "C", "N", "N", "C", "C", "C", "N", "H", "H", "H", "H", "H", "H", "H", "H", "H", "H", "C", "P", "C", "N", "C", "C", "C", "C", "C", "C", "N", "C", "P", "C", "C", "C", "C", "C", "C", "C", "C", "C", "H", "H", "H", "H", "H", "H", "H", "H", "H", "H", "H", "H", "H", "H", "H", "H", "H", "H", "H", "H", "H", "H", "H", "H", "H", "H", "H", "H", "C", "C", "C", "C", "C", "C", "C", "C", "C", "C", "O", "O", "H", "H", "H", "H", "H", "H", "H", "H", "H", "H", "H", "Se", "C", "C", "C", "C", "C", "C", "H", "H", "H", "H", "H"],
  "positions_angstrom": [[0.12101, 0.55247, 0.02022], [1.94699, 4.53980, -0.23556], [1.15899, 3.51687, -0.75286], [1.20647, 2.44748, 0.04368], [2.01861, 2.76469, 1.07182], [2.47766, 4.01319, 0.92728], [2.42093, 1.66719, 2.07235], [2.96569, 0.49432, 1.24214], [4.31540, 0.31516, 0.98832], [4.48024, -0.53993, -0.01807], [3.12111, -0.99379, -0.43450], [2.19834, -0.22742, 0.41401], [1.16414, 1.23386, 2.83432], [0.94496, 1.23519, 4.14936], [-0.36336, 0.84529, 4.37936], [-0.88113, 0.62164, 3.11408], [0.04823, 0.85070, 2.17427], [2.11457, 5.51659, -0.65155], [0.58722, 3.48780, -1.66272], [3.15694, 4.43331, 1.64909], [3.25144, 2.07632, 2.82797], [5.04037, 0.83825, 1.58903], [5.39447, -0.91288, -0.44381], [2.87817, -0.80222, -1.48509], [1.72427, 1.52549, 4.83304], [-0.86488, 0.73890, 5.32414], [-1.87592, 0.30924, 2.85333], [-1.87724, 3.33184, 0.86102], [-1.94424, 1.79090, -0.10640], [-3.18551, 0.81348, 0.82424], [-4.20976, 1.42759, 1.35782], [-5.15695, 0.67155, 1.96562], [-6.26093, 1.29307, 2.59401], [-7.23025, 0.51976, 3.16114], [-7.14900, -0.89467, 3.11777], [-6.09316, -1.51678, 2.51976], [-5.06299, -0.73698, 1.94363], [-3.96891, -1.34538, 1.42317], [-3.01616, -0.59914, 0.93230], [-1.41260, -1.38259, 0.39865], [-2.05012, -2.28909, -1.04605], [-0.98292, -2.73671, 1.68982], [-1.96911, -2.89167, 2.85238], [0.38595, -2.40140, 2.30250], [-0.91360, -4.10361, 0.98987], [-2.87974, 2.27628, -1.65038], [-1.96898, 3.15095, -2.51185], [-4.14944, 3.06509, -1.32296], [-3.24670, 0.99658, -2.39505], [-2.88499, 3.65529, 1.11337], [-1.36092, 4.10894, 0.30030], [-1.32178, 3.14176, 1.77970], [-6.31057, 2.37351, 2.60036], [-8.07788, 0.98490, 3.64586], [-7.93644, -1.48275, 3.56948], [-6.00901, -2.59442, 2.48347], [-2.86232, -2.94410, -0.73233], [-1.24712, -2.86685, -1.49491], [-2.42546, -1.57051, -1.76887], [-2.04807, -1.98841, 3.45970], [-1.57648, -3.68530, 3.49376], [-2.96209, -3.17662, 2.52593], [0.30492, -1.62651, 3.06422], [1.11232, -2.06981, 1.56320], [0.77070, -3.30008, 2.79071], [-1.90654, -4.45329, 0.70613], [-0.50303, -4.82468, 1.69995], [-0.27659, -4.10695, 0.11152], [-1.68885, 4.07282, -1.99908], [-2.50654, 3.43066, -3.42070], [-1.07027, 2.61585, -2.81224], [-3.92204, 4.05000, -0.91424], [-4.80028, 2.54608, -0.62371], [-4.70332, 3.21529, -2.25250], [-2.37250, 0.36606, -2.53076], [-3.63173, 1.24500, -3.38666], [-4.02030, 0.43606, -1.86412], [2.23171, -8.85646, -0.05305], [2.22819, -7.36436, -0.22859], [1.69536, -6.78271, -1.37258], [1.66590, -5.40854, -1.55080], [1.10715, -4.86452, -2.84170], [2.21122, -4.58635, -0.54631], [2.81738, -5.15052, 0.58644], [3.53406, -4.35270, 1.64639], [2.78923, -6.53314, 0.72910], [2.06089, -3.11196, -0.68586], [3.12766, -2.42551, -0.25409], [1.08937, -2.55159, -1.13941], [1.39018, -9.31577, -0.56977], [2.18318, -9.12908, 1.00028], [3.14687, -9.28782, -0.46358], [1.28335, -7.41949, -2.14699], [0.80763, -5.68437, -3.49185], [1.85652, -4.27153, -3.36997], [0.24811, -4.21952, -2.67851], [2.96918, -3.48329, 1.98131], [4.48484, -3.98170, 1.26261], [3.73880, -4.98570, 2.50794], [3.23805, -6.97328, 1.61220], [0.77298, 0.35600, -2.31682], [-0.30463, 0.05639, -3.88320], [-0.86948, -1.18061, -4.16792], [-1.50731, -1.38692, -5.38254], [-1.57640, -0.36382, -6.31748], [-0.99886, 0.86658, -6.03821], [-0.35385, 1.07597, -4.82766], [-0.80171, -1.98429, -3.44743], [-1.94530, -2.35222, -5.60073], [-2.06428, -0.53002, -7.26838], [-1.04040, 1.66459, -6.76786], [0.11287, 2.03029, -4.61637]],
  "atomic_forces_ev_per_a": [[0.2, -0.3, -0.5], [0.0, 0.0, 0.0], [0.1, 0.0, 0.0], [0.0, 0.1, 0.0], [0.1, 0.0, 0.0], [0.0, 0.0, -0.1], [0.0, 0.1, -0.1], [-0.1, -0.1, 0.1], [0.1, -0.1, 0.0], [-0.1, 0.0, -0.1], [0.1, 0.0, -0.2], [-0.2, 0.1, -0.1], [0.1, -0.1, 0.1], [0.0, 0.0, 0.0], [0.0, 0.0, 0.0], [-0.1, 0.1, 0.1], [-0.1, 0.0, -0.2], [0.0, 0.0, 0.0], [0.0, 0.0, 0.0], [0.0, 0.0, 0.0], [0.0, 0.0, 0.0], [0.0, 0.0, 0.0], [0.0, 0.0, 0.0], [-0.1, 0.0, 0.0], [0.0, 0.0, 0.0], [0.0, 0.0, 0.0], [0.0, 0.0, 0.0], [0.0, -0.1, 0.1], [0.0, -0.2, 0.2], [0.0, 0.0, 0.0], [0.0, 0.0, 0.0], [0.0, 0.0, 0.0], [0.0, 0.0, 0.0], [0.0, 0.0, 0.0], [0.0, 0.0, 0.0], [0.0, 0.0, 0.0], [0.0, 0.0, 0.0], [0.0, -0.1, -0.1], [0.0, 0.0, 0.0], [0.1, 0.4, 0.0], [0.0, -0.1, 0.1], [0.0, 0.1, 0.0], [0.0, 0.1, 0.0], [0.0, -0.1, -0.1], [-0.1, 0.1, 0.0], [0.0, 0.0, 0.0], [0.0, 0.0, 0.0], [0.0, 0.1, 0.0], [0.0, 0.0, 0.0], [0.0, 0.0, 0.0], [0.0, 0.0, 0.0], [0.0, 0.0, 0.0], [0.0, 0.0, 0.0], [0.0, 0.0, 0.0], [0.0, 0.0, 0.0], [0.0, 0.0, 0.0], [0.0, 0.0, 0.0], [0.0, 0.0, 0.0], [0.0, 0.0, 0.0], [0.0, 0.0, 0.0], [0.0, 0.0, 0.0], [0.0, 0.0, 0.0], [0.0, 0.0, 0.0], [0.0, 0.0, 0.0], [0.0, 0.0, 0.0], [0.0, 0.0, 0.0], [0.0, 0.0, 0.0], [0.0, 0.0, 0.0], [0.0, 0.0, 0.0], [0.0, 0.0, 0.0], [0.0, 0.0, 0.0], [0.0, 0.0, 0.0], [0.0, 0.0, 0.0], [0.0, 0.0, 0.0], [0.0, -0.1, -0.1], [0.0, 0.0, 0.0], [0.0, 0.0, 0.0], [0.0, 0.0, 0.0], [0.0, 0.0, 0.0], [0.0, 0.0, 0.0], [0.0, 0.0, 0.0], [0.0, 0.0, 0.0], [0.0, 0.0, 0.0], [0.1, 0.0, 0.0], [-0.1, 0.0, 0.1], [0.0, 0.0, 0.0], [0.0, -0.2, -0.2], [-0.1, 0.0, 0.3], [0.0, -0.2, 0.0], [0.0, 0.0, 0.0], [0.0, 0.0, 0.0], [0.0, 0.0, 0.0], [0.0, 0.0, 0.0], [0.0, 0.0, 0.0], [0.0, 0.0, 0.0], [-0.1, 0.0, 0.0], [0.0, -0.1, 0.0], [0.0, 0.0, 0.0], [0.0, 0.0, 0.0], [0.0, 0.0, 0.0], [0.0, 0.4, 0.4], [-0.1, -0.1, 0.1], [0.0, 0.0, 0.1], [0.0, 0.0, 0.0], [0.0, 0.0, 0.0], [0.0, 0.0, 0.0], [-0.1, 0.0, 0.0], [0.1, 0.0, 0.0], [0.0, 0.0, 0.0], [0.0, 0.0, 0.0], [0.0, 0.0, 0.0], [0.0, 0.0, -0.1]]
}

***

[2]
{
  "formula": "C43H54F3InN4O15P2Se",
  "method": "wB97M-V/def2-TZVPD",
  "total_charge": -2,
  "homo_ha": -0.1170,
  "lumo_ha": 0.1358,
  "relative_energy_ev": 0.180,
  "species": ["In", "C", "C", "C", "C", "C", "C", "C", "Se", "C", "C", "C", "C", "C", "C", "O", "C", "C", "C", "C", "C", "C", "C", "C", "C", "O", "C", "C", "C", "C", "C", "C", "H", "H", "H", "H", "H", "H", "H", "H", "H", "H", "H", "H", "H", "H", "H", "H", "H", "H", "H", "H", "H", "H", "H", "H", "H", "H", "H", "H", "H", "H", "H", "H", "H", "H", "H", "H", "H", "H", "H", "H", "O", "C", "O", "C", "C", "C", "C", "C", "C", "O", "N", "O", "O", "N", "O", "O", "H", "H", "N", "C", "C", "P", "O", "O", "O", "P", "O", "O", "O", "H", "H", "H", "H", "H", "H", "H", "H", "F", "C", "F", "F", "C", "C", "C", "N", "C", "C", "H", "H", "H", "H"],
  "positions_angstrom": [[0.41093, -0.26004, -1.07760], [0.96417, 0.66835, 6.50493], [1.11388, 1.89386, 5.59125], [2.30149, 2.74094, 6.07183], [-0.15572, 2.73851, 5.71822], [1.35168, 1.43639, 4.15299], [0.50553, 1.75126, 3.10743], [0.76448, 1.29454, 1.82081], [-0.42293, 1.78984, 0.39302], [-2.00142, 0.86342, 0.94275], [-2.91652, 1.55600, 1.72907], [-4.12180, 0.98649, 2.08725], [-4.40081, -0.27550, 1.54406], [-3.53324, -0.98544, 0.73432], [-2.23441, -0.44284, 0.46246], [-1.35228, -1.13572, -0.20042], [-3.94138, -2.32205, 0.11172], [-3.06535, -3.46069, 0.65273], [-5.40047, -2.67500, 0.41456], [-3.79977, -2.23061, -1.41777], [-5.14190, 1.68038, 2.98956], [-4.60182, 2.99810, 3.54528], [-5.48648, 0.77195, 4.17871], [-6.42329, 1.97995, 2.19457], [1.88456, 0.51085, 1.49900], [2.11623, 0.10332, 0.27725], [2.77266, 0.19200, 2.57370], [2.47794, 0.66159, 3.84112], [4.02857, -0.64236, 2.30259], [4.94046, 0.12011, 1.32489], [4.83493, -0.90449, 3.57597], [3.64460, -2.01119, 1.71215], [0.76603, 0.97742, 7.53696], [1.86938, 0.05752, 6.49835], [0.13638, 0.04310, 6.16298], [2.12938, 3.10406, 7.09084], [2.43932, 3.60306, 5.41514], [3.22893, 2.16463, 6.06847], [-0.28768, 3.04852, 6.75819], [-1.03987, 2.17102, 5.41799], [-0.09710, 3.63703, 5.09972], [-0.38286, 2.35039, 3.26363], [-2.66214, 2.56290, 2.03578], [-5.36862, -0.71238, 1.75721], [-3.14432, -3.50896, 1.74340], [-2.01890, -3.32934, 0.39102], [-3.40282, -4.41853, 0.24150], [-5.57146, -2.81308, 1.48605], [-5.64179, -3.61707, -0.08403], [-6.09088, -1.91022, 0.04604], [-2.78457, -1.95726, -1.70195], [-4.49291, -1.47946, -1.81277], [-4.04287, -3.19493, -1.87549], [-3.66878, 2.84247, 4.09236], [-5.33178, 3.43491, 4.23229], [-4.41465, 3.72094, 2.74767], [-4.58785, 0.55490, 4.76131], [-5.90563, -0.17902, 3.84576], [-6.21881, 1.25643, 4.83361], [-6.18821, 2.59073, 1.32045], [-7.14991, 2.51657, 2.81454], [-6.88925, 1.05660, 1.84303], [3.15461, 0.41123, 4.64918], [5.29086, 1.05111, 1.78033], [4.39958, 0.36389, 0.41194], [5.81411, -0.48736, 1.06513], [5.20354, 0.02341, 4.02321], [5.70076, -1.52207, 3.32295], [4.24404, -1.44339, 4.32145], [3.00246, -1.90663, 0.84015], [3.10776, -2.60665, 2.45566], [4.54979, -2.55647, 1.42311], [-0.04965, -4.17982, -0.70090], [0.56365, -3.31500, -1.30060], [1.11849, -2.26405, -0.78301], [0.87413, -3.52081, -2.76986], [1.18205, -4.78976, -3.15295], [1.63005, -5.06568, -4.45442], [1.77655, -4.04639, -5.35770], [1.42479, -2.75355, -5.01249], [0.92496, -2.39710, -3.68734], [0.57667, -1.23412, -3.34575], [1.65213, -1.78291, -6.05898], [1.03893, -0.72760, -6.05159], [2.47047, -2.05007, -6.92998], [1.96190, -6.41404, -4.84445], [2.35355, -6.61779, -5.98758], [1.83929, -7.30251, -4.01439], [1.08241, -5.58954, -2.43236], [2.14786, -4.25144, -6.34926], [-0.39695, 1.39636, -4.88248], [-1.25352, 2.46470, -4.25534], [-2.17382, 3.09024, -5.28820], [0.00126, 3.68051, -3.59147], [-0.95247, 4.77107, -2.89576], [0.68933, 4.22588, -4.79533], [0.75937, 2.87498, -2.58434], [-2.09689, 1.72161, -2.80070], [-3.48409, 1.23555, -3.51467], [-2.38759, 2.73803, -1.75613], [-1.31794, 0.46547, -2.46137], [0.49811, 1.79744, -5.17774], [-0.82176, 0.94936, -5.68934], [-0.22074, 0.63103, -4.20794], [-1.58515, 3.64506, -6.02243], [-2.83932, 3.79141, -4.78769], [-2.79012, 2.33904, -5.78893], [-1.43361, 4.29313, -2.18384], [-4.00070, 0.74087, -2.86341], [7.41860, 1.05484, -1.78155], [6.83160, 0.58828, -2.90268], [7.41717, -0.58981, -3.18629], [7.15944, 1.44168, -3.89198], [5.34724, 0.46160, -2.73560], [4.53772, 1.57354, -2.88158], [3.17517, 1.43513, -2.65491], [2.62278, 0.27076, -2.31198], [3.41480, -0.79733, -2.17121], [4.78265, -0.74874, -2.37500], [4.94461, 2.53283, -3.16989], [2.50564, 2.28755, -2.72505], [2.92742, -1.71688, -1.86855], [5.38767, -1.63501, -2.24460]],
  "atomic_forces_ev_per_a": [[0.1, -0.6, -0.7], [0.0, 0.0, 0.0], [0.0, 0.0, 0.0], [0.0, 0.0, 0.0], [0.0, 0.0, 0.0], [0.1, 0.0, 0.0], [0.0, 0.0, -0.1], [-0.1, 0.0, 0.0], [0.0, 0.4, 0.3], [0.0, 0.0, -0.1], [0.1, 0.0, 0.0], [0.0, 0.0, 0.0], [0.0, 0.0, 0.0], [0.0, 0.0, 0.0], [0.0, -0.1, -0.1], [0.1, 0.3, 0.3], [0.0, 0.0, 0.0], [0.0, 0.0, 0.0], [0.0, 0.0, 0.0], [0.1, 0.0, 0.0], [0.0, 0.0, -0.1], [0.0, 0.0, 0.0], [0.0, 0.0, 0.0], [0.0, 0.0, 0.0], [0.1, -0.1, 0.0], [-0.4, 0.1, 0.1], [0.1, 0.0, 0.0], [-0.1, 0.0, 0.0], [0.0, 0.0, -0.1], [-0.1, 0.0, 0.0], [0.0, 0.0, 0.0], [0.0, 0.1, 0.0], [0.0, 0.0, 0.0], [0.0, 0.0, 0.0], [0.0, 0.0, 0.0], [0.0, 0.0, 0.0], [0.0, 0.0, 0.0], [0.0, 0.0, 0.0], [0.0, 0.0, 0.0], [0.0, 0.0, 0.0], [0.0, 0.0, 0.0], [0.0, 0.0, 0.0], [0.0, 0.0, 0.0], [0.0, 0.0, 0.0], [0.0, 0.0, 0.0], [0.0, 0.0, 0.0], [0.0, 0.0, 0.0], [0.0, 0.0, 0.0], [0.0, 0.0, 0.0], [0.0, 0.0, 0.0], [-0.1, 0.0, 0.0], [0.0, 0.0, 0.0], [0.0, 0.0, 0.0], [0.0, 0.0, 0.0], [0.0, 0.0, 0.0], [0.0, 0.0, 0.0], [0.0, 0.0, 0.0], [0.0, 0.0, 0.0], [0.0, 0.0, 0.0], [0.0, 0.0, 0.0], [0.0, 0.0, 0.0], [0.0, 0.0, 0.0], [0.0, 0.0, 0.0], [0.0, 0.0, 0.0], [0.0, 0.0, 0.0], [0.0, 0.0, 0.0], [0.0, 0.0, 0.0], [0.0, 0.0, 0.0], [0.0, 0.0, 0.0], [0.0, 0.0, 0.0], [0.0, 0.0, 0.0], [0.0, 0.0, 0.0], [0.0, 0.0, 0.1], [0.2, 0.1, 0.0], [-0.2, 0.0, -0.1], [0.0, 0.2, 0.0], [0.0, -0.2, 0.0], [0.0, 0.0, 0.1], [0.0, -0.1, -0.2], [-0.1, 0.0, 0.3], [0.0, 0.1, -0.3], [0.0, -0.2, -0.1], [0.2, 0.1, 0.0], [-0.3, 0.2, 0.2], [0.0, 0.0, 0.0], [0.0, 0.0, 0.0], [0.0, 0.0, 0.0], [0.0, 0.0, 0.0], [0.0, 0.0, 0.0], [0.0, 0.0, 0.0], [0.1, -0.2, 0.1], [-0.1, 0.0, 0.2], [0.1, 0.0, -0.1], [0.1, 0.1, -0.1], [0.2, -0.1, -0.1], [-0.1, 0.0, 0.1], [-0.3, 0.2, 0.1], [-0.1, -0.5, -0.1], [0.1, -0.1, 0.2], [0.0, 0.1, 0.0], [0.3, 0.3, 0.0], [0.0, 0.0, 0.0], [-0.1, 0.0, -0.1], [0.2, -0.1, 0.2], [0.0, 0.0, 0.0], [0.0, 0.0, 0.0], [0.0, 0.0, 0.0], [-0.1, 0.0, 0.0], [0.0, 0.0, -0.1], [0.1, 0.0, 0.0], [-0.1, 0.0, 0.0], [0.1, 0.0, 0.0], [0.1, 0.0, 0.0], [0.0, 0.1, 0.0], [0.1, -0.2, 0.0], [0.1, 0.1, 0.1], [0.0, -0.1, 0.2], [-0.1, 0.1, -0.2], [0.0, 0.0, 0.0], [0.0, 0.0, 0.0], [0.0, -0.2, 0.0], [0.0, 0.1, 0.0], [0.0, 0.0, 0.0]]
}